Record 1
{"formula": "C5H11N3O3P2S", "method": "the ωB97M-V functional and the def2-TZVPD basis", "homo_lumo_gap_ha": 0.28893, "homo_ev": -8.313, "max_force_ev_per_a": 1.164, "elements": ["C", "P", "O", "N", "C", "N", "P", "S", "N", "C", "C", "C", "O", "O", "H", "H", "H", "H", "H", "H", "H", "H", "H", "H", "H"], "coordinates": [[2.3513, -1.6424, 0.3472], [0.9144, -1.6788, -0.7133], [1.6881, -1.5350, -2.1492], [0.2229, -0.0573, -0.5675], [-1.0587, 0.1398, -0.4423], [-1.9575, -0.8351, -0.2893], [-3.6414, -0.5418, -0.0917], [-4.2865, 0.2550, 1.5140], [-1.4668, 1.4609, -0.5181], [-0.2404, 2.2065, -0.1299], [0.9410, 1.2039, -0.3046], [1.6452, 1.2182, 1.0977], [2.6735, 1.8985, 1.1371], [0.9951, 0.5768, 1.9565], [2.0403, -1.7328, 1.3831], [2.9564, -2.5029, 0.0584], [2.9580, -0.7475, 0.2444], [1.1486, -1.8964, -2.8580], [-1.5647, -1.7717, -0.2886], [-3.9164, 0.1483, -1.2745], [-4.0535, -1.8547, -0.3294], [-1.7042, 1.6467, -1.4906], [-0.3377, 2.3755, 0.9389], [-0.1460, 3.1624, -0.6280], [1.5770, 1.4985, -1.1344]], "forces_ev_per_a": [[0.203, 0.033, 0.104], [-0.179, -0.141, 0.031], [-0.077, 0.097, -0.020], [0.908, -0.071, 0.528], [-0.502, -0.284, -0.281], [-0.064, -0.008, -0.396], [-0.148, 0.213, 0.582], [0.062, -0.066, -0.072], [0.333, 0.174, -0.133], [-0.019, -0.354, 0.623], [-0.340, 1.068, -0.313], [0.035, -0.491, 0.119], [-0.154, -0.141, 0.121], [0.356, 0.239, -0.285], [-0.041, 0.042, 0.115], [-0.054, -0.083, 0.014], [0.025, 0.156, -0.074], [0.040, -0.012, -0.136], [-0.158, -0.076, 0.114], [-0.064, -0.078, -0.167], [-0.003, -0.087, -0.238], [-0.350, 0.062, 0.082], [-0.067, 0.226, 0.018], [0.006, -0.076, -0.318], [0.252, -0.346, -0.017]]}


Record 2
{"formula": "C5H11N4", "method": "the ωB97M-V functional and the def2-TZVPD basis", "homo_lumo_gap_ha": 0.34877, "total_charge": 1, "homo_ev": -12.356, "max_force_ev_per_a": 4.806, "elements": ["C", "C", "C", "C", "C", "N", "N", "N", "N", "H", "H", "H", "H", "H", "H", "H", "H", "H", "H", "H"], "coordinates": [[0.5161, 1.5079, -2.4390], [-0.8953, 1.6918, -2.6805], [-0.5997, 1.5658, -0.3737], [0.6761, 1.5482, -0.9855], [0.1325, -0.8719, 1.1369], [-1.5238, 1.7336, -1.5083], [1.2849, -1.1469, 0.5569], [-0.3740, -1.6437, 2.0734], [0.3250, -2.6769, 2.7932], [1.2411, 1.1091, -3.0485], [-1.4513, 1.6656, -3.6194], [-0.7070, 2.0249, 0.6194], [1.6155, 1.2101, -0.5051], [-2.5161, 1.9928, -1.4591], [2.0553, -1.7146, 0.9763], [1.4096, -0.5134, -0.2098], [-1.0171, -1.1112, 2.7078], [-0.4076, 0.1317, 0.2973], [-0.3471, -3.0028, 3.4426], [0.5828, -3.5001, 2.2253]], "forces_ev_per_a": [[-3.189, 0.646, 3.537], [2.596, -0.948, 0.264], [0.011, 1.316, -1.920], [-0.338, -1.622, -2.374], [-0.148, 0.223, -1.940], [0.068, 0.519, 2.110], [0.380, -0.558, 0.923], [-0.992, 1.162, 1.372], [0.958, 0.499, -0.872], [1.393, -0.162, -1.706], [0.272, 0.138, 0.391], [-0.797, -0.210, -0.634], [-0.643, 1.134, -0.192], [0.787, -0.309, 0.355], [-1.032, 0.687, -0.729], [1.040, -0.329, -0.397], [0.483, -1.141, -0.972], [0.210, -1.468, 2.134], [-0.589, -0.444, 0.882], [-0.471, 0.866, -0.231]]}


Record 3
{"formula": "C5H11N4O", "method": "the ωB97M-V functional and the def2-TZVPD basis", "homo_lumo_gap_ha": 0.33833, "total_charge": 1, "homo_ev": -12.282, "max_force_ev_per_a": 3.789, "elements": ["C", "C", "C", "C", "C", "N", "N", "N", "N", "O", "H", "H", "H", "H", "H", "H", "H", "H", "H", "H", "H"], "coordinates": [[1.0440, -0.4606, 1.8830], [-1.3458, -0.9484, 3.0064], [-1.5192, -0.2133, 1.7186], [-0.6131, 0.4205, -3.6588], [0.6990, 1.1661, -3.3885], [-0.2062, -0.6464, 2.0970], [1.4838, 0.0721, 0.7445], [-0.2036, 0.2689, -1.1962], [-0.0968, 0.4841, -2.3415], [1.9547, -0.7758, 2.7700], [-1.1142, -0.4122, 3.9124], [-1.5864, -2.0144, 3.0102], [-2.1313, -0.6786, 0.9327], [-1.3139, 0.8419, 1.5680], [-1.5600, 0.9490, -3.6389], [-0.6620, -0.6058, -4.2863], [1.5002, 0.6378, -3.6684], [0.7651, 2.2572, -3.5990], [0.8404, 0.2549, -0.2008], [2.4251, 0.1285, 0.6440], [1.6401, -0.7256, 3.6916]], "forces_ev_per_a": [[0.678, 0.984, -1.742], [2.348, 0.714, -0.076], [0.657, 0.819, -1.000], [-1.249, -2.426, -1.525], [-3.082, 2.202, -0.087], [-2.050, -2.508, -0.092], [-3.652, -0.454, -0.200], [-0.948, -0.900, 1.450], [1.537, 0.928, -1.622], [0.626, -0.127, 1.083], [-1.087, -0.100, 0.501], [-0.182, 0.483, 0.220], [0.812, -0.087, 0.193], [-1.621, 0.500, 0.593], [0.116, 0.303, -0.678], [0.336, 2.438, 1.777], [3.052, -1.908, -0.899], [-0.258, -0.845, 0.869], [0.632, -0.041, 1.777], [3.334, 0.259, -0.057], [0.001, -0.235, -0.483]]}


Record 4
{"formula": "C5H11N4O", "method": "the ωB97M-V functional and the def2-TZVPD basis", "homo_lumo_gap_ha": 0.31024, "total_charge": 1, "homo_ev": -12.932, "max_force_ev_per_a": 3.547, "elements": ["H", "N", "C", "C", "C", "N", "C", "N", "O", "N", "C", "H", "H", "H", "H", "H", "H", "H", "H", "H", "H"], "coordinates": [[0.1366, 2.4311, -0.7351], [-0.2085, 1.5594, -0.3163], [0.2972, 0.4760, -0.6542], [-0.2471, -0.8307, 0.0849], [-0.0413, -0.4885, 1.4775], [-0.8461, -0.0832, 2.4274], [-2.0231, 0.4648, 2.5869], [-2.5008, 1.4236, 1.7711], [-2.7200, 0.2006, 3.6895], [1.4586, 0.2799, -1.3823], [1.8800, -0.8474, -2.1381], [0.4624, -1.5786, -0.2570], [-1.2225, -0.9815, -0.4193], [0.9672, -0.6228, 1.7196], [-3.1299, 2.2339, 2.0051], [-1.8236, 1.6161, 0.9673], [-2.2339, -0.3540, 4.2979], [1.9813, 1.1226, -1.4629], [2.0687, -0.6127, -3.2261], [2.9044, -1.1052, -1.8715], [1.1707, -1.7005, -1.7714]], "forces_ev_per_a": [[0.035, -0.641, -0.063], [-1.384, 2.165, 0.786], [2.154, -2.437, -0.167], [-0.527, 1.124, -3.047], [-3.101, 0.570, 1.626], [2.432, -1.128, -1.532], [-1.668, 1.683, 0.162], [1.361, 0.454, -0.691], [-0.182, 0.602, -1.356], [-1.316, 1.329, 1.029], [0.127, -1.605, 0.032], [-0.347, -0.426, 0.673], [0.174, -0.192, 1.150], [1.497, 0.074, 0.986], [0.742, -1.755, 0.230], [-0.934, -0.197, 0.899], [0.439, -0.453, 0.249], [0.383, 0.549, -0.396], [-1.456, -0.560, 0.793], [-0.003, -0.336, 0.604], [1.573, 1.180, -1.966]]}


Record 5
{"formula": "C5H11N4O5", "method": "the ωB97M-V functional and the def2-TZVPD basis", "homo_lumo_gap_ha": 0.33775, "total_charge": 1, "homo_ev": -13.436, "max_force_ev_per_a": 4.900, "elements": ["C", "C", "C", "C", "C", "N", "N", "N", "N", "O", "O", "O", "O", "O", "H", "H", "H", "H", "H", "H", "H", "H", "H", "H", "H"], "coordinates": [[-2.4277, -0.8844, -0.4215], [0.0780, 2.8105, -1.0746], [-3.9322, -2.5678, -0.5044], [2.6934, -0.5096, 1.8714], [-0.9133, -0.5144, -0.4836], [1.1485, 3.5436, -1.3067], [0.3103, 1.4035, -0.9210], [3.0461, -0.0247, 0.7624], [-0.7606, 0.7074, -0.7203], [-3.1475, -0.0160, -0.0235], [-1.0169, 3.2755, -0.8914], [2.4534, -0.0432, -0.3289], [4.3275, 0.5422, 0.7654], [-2.5464, -2.1170, -0.6247], [-4.4176, -2.7998, -1.5330], [-4.6836, -1.8075, -0.1014], [-3.8948, -3.4135, 0.1246], [1.7420, -1.0714, 1.9988], [3.3446, -0.5900, 2.7532], [-0.0654, -1.1408, -0.7450], [2.1602, 3.3071, -1.2509], [0.8332, 4.5001, -1.4569], [1.1894, 1.0828, -0.7572], [4.8026, 0.6307, -0.1024], [-1.7027, 1.3472, -0.9151]], "forces_ev_per_a": [[3.575, 2.802, 1.838], [0.113, -1.061, 1.225], [-2.702, 0.668, -1.796], [-0.918, -1.756, 2.600], [-0.727, -1.236, -1.621], [1.580, 1.046, -0.487], [-2.237, 3.450, -1.445], [1.986, 0.079, -1.152], [-3.422, 2.382, -0.569], [-1.106, 0.025, -0.667], [-1.051, -0.439, -0.590], [-0.593, 0.157, -0.824], [0.622, 0.563, 0.781], [-2.335, -2.268, -0.743], [1.507, 0.080, 1.544], [1.739, -0.687, -0.136], [-0.073, -0.983, 0.468], [0.671, 0.920, -0.753], [0.040, 0.617, -0.909], [-0.061, -0.446, 0.882], [-1.573, 0.100, -0.203], [0.864, -0.082, 0.134], [3.336, -2.022, 0.697], [-1.620, -0.679, 0.370], [2.386, -1.228, 1.357]]}


Record 6
{"formula": "C5H11N4S", "method": "the ωB97M-V functional and the def2-TZVPD basis", "homo_lumo_gap_ha": 0.32088, "total_charge": 1, "homo_ev": -12.162, "max_force_ev_per_a": 3.148, "elements": ["C", "C", "C", "C", "C", "N", "N", "N", "N", "S", "H", "H", "H", "H", "H", "H", "H", "H", "H", "H", "H"], "coordinates": [[2.2839, 0.8172, -0.8679], [-1.4058, -1.2444, -0.3903], [-0.8797, -0.1902, 0.6491], [-2.9507, -1.3948, -0.3139], [-0.9521, -0.3659, 1.9486], [-0.9444, -0.7215, -1.7031], [-0.5904, 0.4224, -1.7726], [2.6888, 1.9892, -0.4603], [2.2116, 0.5517, -2.1542], [-0.3929, 1.2291, -0.2061], [-0.9358, -2.1628, -0.0855], [-3.2555, -2.0222, 0.4819], [-3.1996, -1.8794, -1.2736], [-3.4080, -0.4540, -0.1542], [1.9854, -0.0045, -0.2472], [-1.2085, -1.3895, 2.2312], [-0.7763, 0.3279, 2.6925], [3.0848, 2.0574, 0.4585], [3.0086, 2.6958, -1.1166], [1.7469, -0.3190, -2.6330], [2.5628, 1.2376, -2.8669]], "forces_ev_per_a": [[-0.363, -0.753, -2.200], [0.423, 1.811, 1.751], [-0.685, -0.221, -0.922], [1.664, -0.492, -1.871], [-0.311, -2.331, -0.781], [-1.341, -2.035, 0.017], [0.708, 0.971, -0.155], [1.063, 0.340, 0.494], [-0.251, -1.054, -2.741], [-0.926, 0.612, 0.148], [0.283, -0.661, -0.706], [0.029, -0.784, 0.832], [-0.523, 0.378, 0.443], [-0.549, 1.012, -0.314], [0.265, 0.132, 0.808], [-0.158, 0.392, 0.400], [0.501, 1.350, 1.277], [-0.191, 0.198, 0.421], [-0.176, -0.245, 0.093], [1.165, 2.241, 1.879], [-0.626, -0.860, 1.127]]}


Record 7
{"formula": "C5H11N6OS2", "method": "the ωB97M-V functional and the def2-TZVPD basis", "homo_lumo_gap_ha": [0.17025, 0.17693], "total_charge": 1, "homo_ev": [-11.116, -11.109], "max_force_ev_per_a": 5.504, "elements": ["C", "C", "C", "C", "C", "N", "N", "N", "N", "N", "N", "O", "S", "S", "H", "H", "H", "H", "H", "H", "H", "H", "H", "H", "H"], "coordinates": [[-0.6158, -0.6287, 0.4509], [0.1578, 0.3666, 2.5080], [-1.2618, -3.0791, -2.0962], [0.1782, 2.0457, -1.3647], [0.5601, -0.1217, 1.2567], [-0.3845, -1.4168, -0.5409], [-0.0491, -3.4352, -2.4138], [-0.4352, 2.7558, -0.4289], [-1.4295, -1.9638, -1.2769], [1.2724, 1.2686, -1.0176], [1.4839, 1.2185, 0.3134], [0.8484, 0.4029, 3.5816], [-2.5831, -3.7437, -2.7287], [-0.3121, 2.1910, -2.9557], [-1.5439, -0.2417, 0.6947], [-0.7600, 0.7998, 2.7795], [1.5871, -0.6733, 1.1925], [0.7551, -3.1280, -2.0185], [0.0875, -4.3940, -2.9412], [-0.2201, 2.5874, 0.5175], [-1.1396, 3.4158, -0.8157], [-2.3125, -1.7114, -0.9681], [1.7435, 0.6822, -1.6097], [1.7128, -0.0209, 3.5253], [2.4409, 0.9527, 0.5664]], "forces_ev_per_a": [[2.869, -0.591, -1.180], [1.064, -0.228, 0.107], [-1.071, 1.216, 0.213], [-0.647, 0.466, -3.096], [1.121, -1.501, -1.492], [-0.628, -1.089, -0.383], [0.373, -4.616, -2.975], [-0.693, 0.436, -0.778], [3.731, 1.197, 1.308], [-1.542, 1.375, 4.964], [0.289, 1.156, -0.394], [0.748, 0.081, 0.574], [-1.456, -0.720, -0.331], [0.690, -0.546, 0.593], [-2.062, 0.582, 0.551], [-1.692, 0.378, -0.627], [-2.453, 0.189, 0.575], [2.497, 1.500, 1.665], [-0.816, 2.911, 1.393], [0.074, 0.481, 1.069], [0.752, -0.847, 0.971], [-2.236, 0.118, 0.185], [0.981, -1.675, -2.252], [0.436, -0.163, -0.053], [-0.329, -0.112, -0.604]]}


Record 8
{"formula": "C5H11NO", "method": "the ωB97M-V functional and the def2-TZVPD basis", "homo_lumo_gap_ha": 0.36804, "homo_ev": -9.125, "max_force_ev_per_a": 0.598, "elements": ["C", "C", "C", "N", "C", "C", "O", "H", "H", "H", "H", "H", "H", "H", "H", "H", "H", "H"], "coordinates": [[-0.8932, -1.0421, -1.0966], [-0.6853, 0.2386, -0.2931], [-1.5015, 0.2900, 0.9877], [0.7590, 0.3705, -0.0613], [1.3948, 0.1162, 1.2088], [1.5218, 0.6581, -1.1508], [1.1402, 1.2464, -2.1463], [-0.7535, -1.9350, -0.4710], [-1.8888, -1.0745, -1.5376], [-0.1869, -1.0327, -1.9340], [-0.9671, 1.0870, -0.9206], [-1.2746, 1.2046, 1.5428], [-2.5720, 0.2916, 0.7527], [-1.3020, -0.5735, 1.6319], [1.2919, 0.9713, 1.8891], [0.9712, -0.7617, 1.6972], [2.4687, -0.0497, 1.0638], [2.5321, 0.2188, -1.0621]], "forces_ev_per_a": [[-0.112, 0.018, -0.168], [-0.126, 0.129, -0.049], [0.039, 0.042, 0.088], [0.153, 0.140, -0.196], [0.018, -0.138, 0.207], [0.016, 0.159, -0.088], [0.089, -0.539, 0.244], [0.072, 0.195, -0.189], [-0.141, -0.047, 0.116], [-0.140, -0.237, 0.182], [-0.006, -0.037, 0.031], [-0.092, -0.105, 0.024], [0.232, -0.014, -0.008], [-0.055, 0.130, -0.069], [-0.023, -0.130, -0.074], [0.085, -0.036, 0.012], [-0.223, -0.010, -0.076], [0.214, 0.481, 0.014]]}